Density functional theory data (ωB97M-V/def2-TZVPD) for a 2-piece molecular cluster, C5H8O2 overall.

Values from the calculation:
ΔE to the lowest compared entry with this formula, charge and spin, eV: 1.556
DFT total energy, eV: -9408.2762

XYZ file:
```
15
Properties=species:S:1:pos:R:3:nbo_charge:R:1
O 3.59050 0.59805 0.66768 -0.51
H 1.11751 -0.24491 -1.59418 0.19
C 2.97209 1.00943 -0.19235 0.50
H -1.59865 1.29971 -0.99940 0.22
H 0.66700 -1.87728 -0.86624 0.18
H -1.69234 -0.46505 1.69343 0.22
H -1.06841 1.83410 0.60673 0.22
C 0.65216 -0.79247 -0.77293 -0.12
H 0.08187 1.82892 -0.74663 0.23
C -0.75949 1.29405 -0.29526 -0.63
C -0.37214 -0.12851 0.03480 0.21
H -0.93326 -1.92694 1.03437 0.22
C -1.38479 -0.96659 0.76940 -0.62
H -2.27126 -1.14292 0.15257 0.21
O 0.95154 -0.30034 0.53112 -0.51
```